1.
Here is 2 unconnected molecules or ions with the total composition C4H13NO in a non-equilibrium geometry from OMol25. Energies are from the ωB97M-V functional and the def2-TZVPD basis.

Summary:
Charge ... +1
Energy relative to the best compared isomer or geometry (same formula, charge and spin) ... 140.3 kJ/mol
Multiplicity ... 2
HOMO energy (spin up / spin down) ... -15.0 / -14.8 eV

Last column: Löwdin spin population.
Cartesian coordinates (Å):
H: 0.31174 -1.96971 1.84284  0.004
C: -2.02866 1.43517 -1.23710  0.007
O: 0.96920 1.06949 0.56686  0.677
H: -1.01912 -0.22519 -1.94609  0.000
H: 1.07419 0.33876 2.40684  0.002
C: 0.43662 0.19903 1.53754  0.107
H: -2.75146 1.55715 -2.04754  0.004
H: -0.43457 1.15542 -2.49870  0.001
C: 0.49555 -1.26253 1.03082  0.090
H: 1.92484 -2.61668 0.13558  0.003
H: -1.78590 2.42444 -0.84726  0.001
H: -0.53547 0.61959 1.84725  0.039
H: 0.34016 1.08805 -0.22113  0.002
H: 2.68976 -1.44503 1.15615  0.002
H: -0.32962 -1.45891 0.34016  0.002
H: 2.08429 -0.91478 -0.40445  0.004
N: -0.80943 0.72332 -1.65780  0.040
H: -2.50362 0.85562 -0.44380  0.000
C: 1.87150 -1.57321 0.43981  0.014

---

2.
Here is 3 unconnected molecules or ions with the total composition C17H44I2N3O9P4 in a non-equilibrium geometry from OMol25. Energies are from the ωB97M-V functional and the def2-TZVPD basis.

Summary:
Charge ... -1
HOMO energy ... -3.5 eV

Last column: Mulliken charge in e.
Cartesian coordinates (Å):
C: 6.83882 -5.28320 -0.41871  -0.673
H: -1.58144 4.11214 2.10387  0.343
H: -5.52491 9.05658 -1.73360  0.351
I: 2.52321 -1.11544 -3.23604  -0.092
C: -2.44590 3.69371 1.58170  -0.654
C: 6.50547 -3.81180 0.19060  -0.766
H: -3.33169 3.81314 2.21230  0.198
H: 2.50445 -5.42344 -2.78324  0.229
O: -2.04541 0.17327 0.07275  -0.308
H: 5.06694 -3.30418 3.66869  0.271
H: -3.81646 9.13768 -1.23002  0.257
O: -4.77316 7.41734 -0.68669  -0.250
H: 7.90943 -5.21116 -0.93559  0.330
H: 6.09698 -5.58824 -1.27211  -0.020
H: 2.70903 -7.13286 2.49291  0.338
I: -0.39018 -4.91636 -1.10088  -0.044
H: -5.53902 2.62234 -1.31181  0.336
O: -4.00961 1.68496 -0.33692  -0.303
H: 6.85591 -6.16334 0.37764  0.192
C: 5.05850 -1.86477 1.88429  -0.440
H: 2.42777 -2.61929 1.88805  0.259
H: 6.05438 -1.62646 3.93060  0.276
C: 3.03490 -5.84447 -1.79948  -0.732
H: -0.62106 -1.63994 -3.27616  0.262
O: 4.18420 -6.84297 0.36713  -0.589
H: 5.00547 -2.54043 -1.75836  0.348
H: -5.39595 10.30020 0.56619  0.260
H: 4.14728 -1.18310 1.56203  0.188
H: -7.56420 4.80278 1.38823  0.278
C: -0.27234 -2.74369 -3.49276  -1.123
N: 4.51225 -3.48529 -1.75443  -0.708
H: 6.81068 -2.96241 -0.59124  0.302
H: -6.53123 5.16719 2.78952  0.265
C: 2.58472 -6.01221 2.10822  -0.912
H: -1.24117 -3.38034 -3.64615  0.319
C: -2.10278 -0.65629 -1.06952  -0.572
H: 6.03092 -1.31628 1.49603  0.421
C: -6.96889 5.57822 1.87623  -0.749
H: 0.32742 -1.48841 1.20928  0.197
H: -6.71856 10.32554 1.74932  0.255
N: 1.08268 -1.66586 0.49313  -0.255
H: -1.09566 -0.78008 -1.47480  0.080
H: 2.53460 -6.91934 -1.64789  0.278
P: -2.41352 1.72657 -0.12284  0.943
H: -7.61267 6.41960 2.14313  0.360
H: 4.08269 -1.63754 3.96583  0.210
H: 3.50529 -1.94428 -0.48734  0.409
H: -2.75795 -0.24101 -1.83888  0.395
H: 7.27740 -3.65060 1.08996  0.314
H: 3.03512 -5.24258 2.87313  0.072
C: -4.60691 8.47802 -1.59960  -0.690
C: 1.92582 -2.84004 -1.92676  -0.722
H: -5.02364 3.38473 0.20571  0.245
C: -4.67317 2.87738 -0.69505  -0.776
H: -7.05087 9.83636 0.07708  0.382
N: 2.80007 -5.06747 -0.55681  0.584
H: 1.40781 -5.86453 1.99403  0.229
H: 1.21687 -3.83331 1.16015  0.099
H: 0.33924 -2.84114 -4.51363  0.317
C: -6.31297 9.79888 0.88141  -0.746
H: -4.02433 3.54419 -1.26707  0.389
H: -4.30450 8.07277 -2.56880  0.264
O: -6.01930 8.47137 1.25811  -0.285
C: 3.21392 -5.91087 0.59303  0.094
P: 3.16799 -3.37497 -0.53100  -0.065
H: -2.48768 -1.63472 -0.77098  0.343
C: 5.07181 -2.12322 3.50626  -0.827
O: -1.64547 2.43003 -1.19580  -0.671
C: 0.60788 -3.37793 -2.21520  0.007
P: -6.14314 7.31074 0.14785  0.849
O: -5.92244 5.97305 1.01293  -0.100
O: -2.23124 2.31851 1.36077  -0.380
H: -2.59142 4.24508 0.64884  0.349
O: -7.39711 7.33976 -0.66622  -0.699
H: 4.14719 -3.56376 -2.72193  0.299
H: 4.14111 -6.05764 -2.10890  0.107
H: 1.77443 -0.88209 0.56836  0.262
C: 1.88627 -2.92915 0.87279  -0.770
P: 4.78108 -3.57366 0.97506  0.568

---

3.
Here is 2 unconnected molecules or ions with the total composition C3H9S from OMol25. Energies are from the ωB97M-V functional and the def2-TZVPD basis.

Summary:
Charge ... -1
Energy relative to the best compared isomer or geometry (same formula, charge and spin) ... 49.0 kJ/mol
HOMO energy ... -2.0 eV

Last column: natural (NBO) charge in e.
Cartesian coordinates (Å):
H: -0.83571 0.07570 0.96625  0.273
H: -2.13479 0.63100 2.01589  0.174
H: 0.71609 0.27486 -3.56217  0.168
C: -0.39390 -0.04213 3.09152  -0.599
H: -0.62738 0.97853 -2.64189  0.165
C: -1.05101 0.60590 1.89863  -0.624
H: -0.45726 0.57483 3.99427  0.175
H: 0.68076 -0.17291 2.95275  0.205
H: 1.03142 1.48225 -2.33461  0.168
H: -0.73620 1.64995 1.82197  0.188
H: -0.81204 -1.02288 3.31834  0.190
C: 0.40060 0.62629 -2.57358  -0.737
S: 0.64433 -0.67700 -1.31286  -0.746

---

4.
Here is C2H3FNP in the gas phase in a non-equilibrium geometry from OMol25. Energies are from the ωB97M-V functional and the def2-TZVPD basis.

Summary:
Charge ... 0
Energy relative to the best compared isomer or geometry (same formula, charge and spin) ... 80.1 kJ/mol
SMILES ... [H]/N=C1/CP1F
HOMO energy ... -8.9 eV

Last column: natural (NBO) charge in e.
Cartesian coordinates (Å):
H: -0.61350 -0.40056 -1.47733  0.257
C: 0.14914 -0.31705 0.39711  -0.014
P: -0.28634 1.42148 0.71254  0.932
H: 1.95207 -0.90532 1.10880  0.372
C: -0.99876 -0.21530 -0.47129  -0.631
H: -2.13492 -0.41672 -0.25470  0.266
F: 0.80073 1.86914 -0.49577  -0.586
N: 1.13157 -1.03567 0.48065  -0.596

---

5.
Here is a molecular structure, C20H17N4NiO4S2 in a non-equilibrium geometry from OMol25. Energies are from the ωB97M-V functional and the def2-TZVPD basis.

Summary:
Charge ... -1
Multiplicity ... 3
HOMO energy (spin up / spin down) ... -4.2 / -4.3 eV

Last column: Löwdin spin population.
Cartesian coordinates (Å):
C: 1.39826 -1.47214 -4.32101  0.000
C: -1.93289 -1.88847 0.72808  0.003
C: 0.01555 -1.44435 -4.21565  0.002
O: -1.03359 1.32372 0.31665  0.046
C: -4.00869 -2.38680 2.61512  0.003
H: 0.59170 2.14348 -2.82196  0.000
C: -1.79235 -1.51853 2.10327  0.002
C: -1.57414 1.13607 -5.22163  0.000
Ni: 0.30894 -0.20000 0.00089  1.714
C: 1.21917 -3.26190 -5.92219  0.000
S: 2.52135 0.59462 0.27009  0.057
O: -2.08092 1.46855 -1.48463  -0.001
H: -2.20238 0.28503 -5.46640  0.000
C: -4.14710 -2.77227 1.27477  0.000
H: -4.80412 -2.56495 3.32860  0.000
H: -0.56547 -0.70343 3.70259  0.002
N: 3.57126 0.81516 2.70799  0.003
C: 0.02330 3.31026 -4.55574  0.000
H: -2.70200 -1.47551 4.03868  0.000
H: -2.16280 2.28117 -6.93301  0.000
H: -3.24817 -2.83339 -0.67253  0.000
H: -1.84696 -2.31202 -4.83159  0.000
C: -1.55284 2.25549 -6.03808  0.000
H: 4.40398 0.95503 2.16546  0.001
S: -0.76438 -0.32973 -3.00248  0.004
N: -2.02117 1.80364 -0.30438  0.010
C: -0.59653 -0.90488 2.63139  0.007
C: -0.77963 1.11074 -4.08528  0.001
C: -0.75022 3.34151 -5.70858  0.000
O: -1.02034 -1.68766 -0.16267  0.053
H: 1.98858 -0.79885 -3.71091  0.000
O: 0.36316 -0.04816 -2.04907  0.026
H: 0.63539 4.16268 -4.28959  0.000
C: 1.99847 -2.38050 -5.17968  0.000
H: 3.68434 0.40805 3.62185  0.000
N: 0.44999 -0.60724 1.95840  0.047
H: -0.77195 -3.92569 -6.37364  0.000
C: -0.16292 -3.23268 -5.80622  0.000
H: 3.07756 -2.40923 -5.26209  0.000
C: -2.83918 -1.77356 3.00278  0.000
C: -0.76721 -2.32551 -4.94532  0.000
C: 2.47442 0.36980 1.99645  0.006
N: 1.51926 -0.14301 2.70238  0.005
C: -3.14362 -2.53801 0.36541  0.004
H: -0.73934 4.21680 -6.34589  0.000
H: 1.69046 -3.98407 -6.57719  0.000
H: -5.05847 -3.26406 0.95200  0.000
C: 0.00966 2.19042 -3.73476  0.000

---

6.
Here is C3H5F2NO in the gas phase in a non-equilibrium geometry from OMol25. Energies are from the ωB97M-V functional and the def2-TZVPD basis.

Summary:
Charge ... 0
Energy relative to the best compared isomer or geometry (same formula, charge and spin) ... 323.6 kJ/mol
SMILES ... C[C@@H](N=O)C(F)F
HOMO energy ... -9.8 eV

Last column: natural (NBO) charge in e.
Cartesian coordinates (Å):
F: -2.73338 -0.72621 0.99194  -0.310
N: -1.56157 1.51376 -0.89994  0.163
O: -2.36063 2.13962 -0.24515  -0.251
C: -0.90727 0.56238 -0.02418  -0.226
H: 1.04567 -0.12342 0.40395  0.215
H: -0.83524 -1.37887 0.95678  0.142
H: 0.78509 -0.49677 -1.27222  0.226
H: 0.95978 1.24102 -0.88316  0.230
F: -1.73768 -1.56134 -0.84959  -0.374
H: -0.77695 0.99663 0.95070  0.213
C: -1.57023 -0.78723 0.35067  0.584
C: 0.59330 0.33631 -0.48010  -0.614

---

These records have total energy values of -289.82870 -3476.27992 -517.89530 -573.90246 -3597.03354 -446.92803 Eh, in the order they appear.
These records have molecular weight values of 91.2 812.3 77.2 91.0 500.2 109.1 g mol⁻¹, in the order they appear.